(1)
Molecular formula: C4H7P
Method: DFT, ωB97M-V/def2-TZVPD

```
12
Properties=species:S:1:pos:R:3
C 1.054 1.516 -1.219
C -0.842 -0.313 0.446
C 0.273 -1.244 0.079
C 0.393 -0.202 1.182
P 1.800 1.558 0.301
H 1.455 2.060 -2.079
H 0.448 0.667 -1.503
H -1.165 0.514 -0.225
H -1.743 -0.694 1.051
H 0.292 -2.262 0.459
H 0.389 -1.118 -1.001
H 0.495 -0.261 2.226
```

HOMO: -8.53 eV
charge: 0
LUMO level: 0.21 eV
frontier orbital gap: 8.742 eV

(2)
Molecular formula: C32H34SbSn
Method: DFT, ωB97M-V/def2-TZVPD

```
68
Properties=species:S:1:pos:R:3
C -0.410 0.715 -4.286
C 0.148 2.083 -4.312
C 0.395 -0.350 -4.904
C -1.877 0.609 -4.399
H 0.352 -0.245 -6.003
H 0.031 -1.358 -4.672
H 1.455 -0.302 -4.626
H 0.077 2.481 -5.341
H 1.205 2.124 -4.030
H -0.407 2.776 -3.669
H -2.184 0.826 -5.437
H -2.398 1.334 -3.762
H -2.258 -0.390 -4.166
C 2.257 -0.003 0.801
C 2.641 -0.626 -0.417
C 2.275 0.234 -1.496
H 3.170 -1.572 -0.503
C 1.672 1.412 -0.934
C 1.667 1.261 0.488
H 1.340 2.000 1.220
H 2.462 -0.373 1.804
H 2.500 0.075 -2.549
H 1.345 2.291 -1.488
C -2.023 -0.857 0.207
C -1.269 -2.011 0.579
C -0.763 -2.608 -0.609
H -1.193 -2.411 1.588
C -1.185 -1.819 -1.719
C -1.980 -0.736 -1.211
H -2.505 0.007 -1.802
H -2.593 -0.219 0.878
H -0.194 -3.532 -0.670
H -1.018 -2.042 -2.771
Sn 0.235 -0.413 -0.428
C -1.183 4.758 6.005
C -0.129 4.648 5.086
C 0.004 3.485 4.314
C -0.908 2.431 4.472
C -1.956 2.539 5.390
C -2.101 3.709 6.151
Sb -0.661 0.667 3.261
C 0.973 -0.327 4.300
C 1.283 -1.665 4.024
C 2.368 -2.284 4.664
C 3.176 -1.546 5.537
C 2.897 -0.195 5.776
C 1.801 0.417 5.149
C -2.347 -0.472 3.976
C -2.177 -1.670 4.677
C -3.296 -2.425 5.057
C -4.586 -1.982 4.734
C -4.758 -0.784 4.029
C -3.638 -0.038 3.636
H -1.292 5.667 6.605
H 0.586 5.466 4.964
H 0.830 3.413 3.599
H -2.668 1.719 5.520
H -2.936 3.796 6.852
H 0.697 -2.248 3.305
H 2.581 -3.339 4.472
H 4.034 -2.018 6.019
H 3.531 0.392 6.447
H 1.617 1.481 5.320
H -1.173 -2.032 4.924
H -3.153 -3.363 5.603
H -5.455 -2.579 5.022
H -5.761 -0.429 3.777
H -3.790 0.880 3.059
```

HOMO (alpha / beta): -10.59 / -9.98 eV
charge: +1
LUMO level (alpha / beta): -2.34 / -5.42 eV
frontier orbital gap (alpha / beta): 8.250 / 4.557 eV

(3)
Molecular formula: C7H15Cl2NO6S2
Method: DFT, ωB97M-V/def2-TZVPD

```
33
Properties=species:S:1:pos:R:3
O -1.448 1.142 -2.451
S -2.033 -0.315 -2.576
O -2.490 -0.907 -1.008
Cl -1.625 -0.120 0.205
O -0.862 -1.415 -3.146
C 0.465 -1.179 -2.558
C 1.039 -2.617 -1.950
C 2.472 -2.415 -1.171
C 3.041 -3.912 -0.805
S 2.663 -4.500 0.932
O 3.931 -5.188 1.561
O 2.236 -3.380 1.922
Cl 1.116 -5.948 0.985
H 0.489 -0.421 -1.667
H 1.192 -0.831 -3.434
H 1.265 -3.291 -2.909
H 0.200 -3.096 -1.265
H 2.401 -1.781 -0.188
H 3.280 -1.916 -1.884
H 4.190 -4.013 -1.032
H 2.501 -4.674 -1.548
C -0.988 4.588 3.102
C -0.968 4.040 1.702
O 0.079 3.742 1.133
N -2.159 3.876 1.060
C -3.487 4.165 1.551
H 0.035 4.661 3.480
H -1.430 5.588 3.106
H -1.552 3.919 3.758
H -2.065 3.504 0.122
H -4.066 3.239 1.526
H -3.946 4.894 0.879
H -3.478 4.560 2.567
```

HOMO: -9.42 eV
charge: 0
LUMO level: -1.22 eV
frontier orbital gap: 8.207 eV

(4)
Molecular formula: C12H22BrN4
Method: DFT, ωB97M-V/def2-TZVPD

```
39
Properties=species:S:1:pos:R:3
C -5.300 -3.824 -2.277
C -3.729 -3.947 -2.036
N -3.438 -3.843 -0.608
C -3.857 -4.747 0.356
C -3.403 -4.359 1.630
N -2.663 -3.198 1.397
C -2.773 -2.824 0.067
C -1.893 -2.466 2.323
H -5.737 -3.044 -1.653
H -5.775 -4.737 -1.917
H -5.600 -3.592 -3.299
H -3.188 -3.076 -2.406
H -3.361 -4.877 -2.470
H -4.456 -5.610 0.103
H -3.509 -4.727 2.640
H -2.306 -1.977 -0.414
H -2.581 -1.794 2.836
H -1.211 -1.837 1.751
H -1.385 -3.085 3.062
C 5.204 1.798 0.955
C 3.924 1.569 0.036
N 3.178 2.809 -0.125
C 2.019 3.248 0.534
C 1.705 4.505 0.204
N 2.671 4.969 -0.652
C 3.487 3.889 -0.915
C 2.833 6.365 -1.051
H 4.927 2.060 1.977
H 5.890 2.519 0.512
H 5.815 0.901 1.049
H 3.159 0.881 0.397
H 4.307 1.216 -0.921
H 1.554 2.549 1.213
H 0.914 5.105 0.631
H 4.464 3.936 -1.373
H 3.832 6.546 -1.446
H 2.581 7.076 -0.264
H 2.106 6.495 -1.853
Br 1.594 -0.872 2.005
```

2S+1: 2
HOMO (alpha / beta): -15.44 / -15.43 eV
charge: +2
LUMO level (alpha / beta): -4.89 / -9.05 eV
frontier orbital gap (alpha / beta): 10.550 / 6.384 eV

(5)
Molecular formula: CH11O5
Method: DFT, ωB97M-V/def2-TZVPD

```
17
Properties=species:S:1:pos:R:3
C 1.596 -0.725 -0.982
O 1.001 0.299 -0.279
H 2.688 -0.587 -1.105
H 1.223 -0.872 -2.014
H 1.493 -1.718 -0.501
H -0.420 -0.081 -0.247
H -1.754 0.607 -0.154
O -1.456 -0.289 -0.314
H 1.970 1.252 0.940
H 1.491 2.268 1.893
O 2.332 1.939 1.559
H -3.961 0.661 -1.253
H -3.140 -0.599 -1.479
O -4.001 -0.195 -1.693
H 0.919 -0.337 1.481
H -0.445 -0.832 1.907
O 0.464 -0.790 2.239
```

HOMO: -4.75 eV
charge: -1
LUMO level: 3.72 eV
frontier orbital gap: 8.474 eV

(6)
Molecular formula: C19H21BrN2O2
Method: DFT, ωB97M-V/def2-TZVPD

```
45
Properties=species:S:1:pos:R:3
C 0.996 2.837 6.134
O -0.178 2.699 5.372
C -0.137 1.984 4.227
C 0.984 1.350 3.701
C 0.903 0.653 2.507
C -0.295 0.563 1.811
C -0.461 -0.204 0.537
O -1.508 -0.756 0.263
N 0.648 -0.197 -0.249
C 0.854 -0.820 -1.489
C 2.060 -0.590 -2.145
C 2.335 -1.183 -3.358
C 1.402 -2.028 -3.977
N 1.667 -2.617 -5.185
C 2.694 -2.113 -6.069
C 2.311 -2.391 -7.520
C 2.247 -3.898 -7.789
C 1.833 -4.645 -6.518
C 0.933 -3.775 -5.644
C 0.190 -2.244 -3.307
C -0.079 -1.659 -2.088
C -1.431 1.171 2.344
C -1.343 1.875 3.523
Br -2.869 2.731 4.252
H 1.782 3.349 5.570
H 0.715 3.444 6.993
H 1.365 1.867 6.480
H 1.926 1.393 4.224
H 1.789 0.150 2.148
H 1.426 0.368 0.061
H 2.802 0.055 -1.692
H 3.293 -0.999 -3.817
H 2.785 -1.033 -5.924
H 3.672 -2.571 -5.852
H 3.034 -1.916 -8.184
H 1.338 -1.935 -7.710
H 1.532 -4.091 -8.590
H 3.220 -4.262 -8.123
H 2.717 -4.914 -5.936
H 1.311 -5.568 -6.771
H 0.036 -3.485 -6.212
H 0.611 -4.355 -4.774
H -0.571 -2.865 -3.752
H -1.021 -1.840 -1.599
H -2.370 1.079 1.821
```

SMILES: COc1ccc(C(=O)Nc2ccc(N3CCCCC3)cc2)cc1Br
HOMO: -7.11 eV
charge: 0
LUMO level: 0.65 eV
frontier orbital gap: 7.764 eV

(7)
Molecular formula: C3H6NO4
Method: DFT, ωB97M-V/def2-TZVPD

```
14
Properties=species:S:1:pos:R:3
O 2.063 -0.353 1.005
C 1.260 -0.148 0.081
N 0.213 -0.995 -0.188
C -1.018 -0.484 -1.011
O -0.672 -0.229 -2.137
O -1.984 -0.453 -0.211
C 1.694 1.025 -0.824
H 0.054 -1.816 0.537
H 2.014 1.722 -0.040
H 0.910 1.513 -1.478
H 2.396 0.314 -1.449
H -2.303 0.686 1.668
H -2.065 -0.721 1.789
O -2.564 -0.061 2.259
```

HOMO: -5.04 eV
charge: -1
LUMO level: 3.93 eV
frontier orbital gap: 8.969 eV

(8)
Molecular formula: C43H37BBrO32PTa
Method: DFT, ωB97M-V/def2-TZVPD

```
116
Properties=species:S:1:pos:R:3
C 3.627 2.940 -0.073
P 2.207 2.080 -0.952
O 2.552 0.389 -0.885
Ta -0.025 2.411 0.307
Br -0.305 4.747 -1.051
O -2.006 2.632 1.128
B -2.994 2.317 0.149
O -3.718 1.096 0.129
O -3.324 3.232 -0.905
H 3.964 2.314 0.789
H 4.495 3.104 -0.756
H 3.304 3.915 0.350
H 3.135 0.241 -1.638
H -0.850 1.429 -1.069
H 0.221 0.908 1.331
H 0.777 3.382 1.683
H -3.982 0.893 -0.773
H -3.378 4.088 -0.460
C -5.890 7.268 -0.913
C -6.503 8.377 -1.331
C -5.734 9.563 -1.812
O -6.339 10.546 -2.201
C -4.274 9.490 -1.790
C -3.658 8.381 -1.369
C -4.428 7.188 -0.913
O -3.823 6.202 -0.557
O -2.318 8.288 -1.337
O -7.848 8.483 -1.340
H -6.435 6.403 -0.564
H -3.729 10.361 -2.125
H -2.119 7.390 -1.001
H -8.032 9.374 -1.685
C -6.665 -0.030 -1.696
C -7.858 -0.599 -1.499
C -8.436 -1.559 -2.485
O -9.518 -2.070 -2.259
C -7.668 -1.845 -3.698
C -6.477 -1.273 -3.894
C -5.888 -0.334 -2.895
O -4.793 0.149 -3.107
O -5.750 -1.515 -5.000
O -8.595 -0.335 -0.405
H -6.233 0.666 -0.989
H -8.104 -2.529 -4.413
H -4.939 -0.986 -4.896
H -9.409 -0.869 -0.501
C 9.678 3.365 0.266
C 8.387 3.654 0.084
C 7.374 3.415 1.153
O 6.216 3.710 0.949
C 7.831 2.823 2.412
C 9.121 2.532 2.591
C 10.137 2.796 1.533
O 11.305 2.530 1.749
O 9.571 1.983 3.740
O 7.936 4.176 -1.071
H 10.421 3.536 -0.500
H 7.086 2.638 3.173
H 10.530 1.874 3.616
H 6.976 4.291 -0.946
C -11.786 -1.779 3.980
C -11.378 -1.824 2.710
C -11.359 -0.602 1.852
O -10.962 -0.685 0.706
C -11.831 0.654 2.433
C -12.242 0.697 3.702
C -12.235 -0.517 4.569
O -12.603 -0.426 5.724
O -12.683 1.839 4.263
O -10.962 -2.972 2.143
H -11.802 -2.656 4.612
H -11.828 1.528 1.797
H -12.916 1.604 5.178
H -10.721 -2.739 1.229
C 3.369 -2.913 -2.860
C 3.394 -4.211 -3.173
C 3.637 -4.673 -4.568
O 3.668 -5.868 -4.793
C 3.823 -3.659 -5.608
C 3.795 -2.362 -5.297
C 3.579 -1.900 -3.894
O 3.580 -0.709 -3.656
O 3.960 -1.407 -6.230
O 3.201 -5.170 -2.245
H 3.195 -2.565 -1.850
H 3.981 -4.007 -6.619
H 3.898 -0.562 -5.750
H 3.268 -6.017 -2.726
C 8.038 0.516 9.777
C 8.531 -0.347 8.886
C 8.685 0.017 7.447
O 9.157 -0.796 6.676
C 8.252 1.350 7.026
C 7.756 2.212 7.916
C 7.627 1.857 9.360
O 7.187 2.680 10.139
O 7.348 3.443 7.555
O 8.914 -1.588 9.241
H 7.924 0.264 10.822
H 8.353 1.597 5.977
H 7.036 3.863 8.375
H 9.231 -2.004 8.420
C 3.064 -10.266 -3.096
C 3.090 -11.561 -3.418
C 3.336 -12.013 -4.819
O 3.370 -13.205 -5.062
C 3.523 -10.991 -5.849
C 3.493 -9.695 -5.527
C 3.274 -9.245 -4.124
O 3.275 -8.054 -3.889
O 3.660 -8.730 -6.450
O 2.897 -12.523 -2.495
H 2.888 -9.925 -2.085
H 3.684 -11.330 -6.863
H 3.598 -7.884 -5.962
H 2.967 -13.364 -2.981
```

HOMO: -4.30 eV
charge: -1
LUMO level: -0.55 eV
frontier orbital gap: 3.748 eV

(9)
Molecular formula: C3H6N3O2
Method: DFT, ωB97M-V/def2-TZVPD

```
14
Properties=species:S:1:pos:R:3
C -0.020 -1.771 0.409
C 1.523 0.127 -0.149
C 0.182 -0.429 0.181
N -2.203 2.369 -2.535
N -3.027 2.090 -1.379
N -1.766 2.801 -1.446
O 0.805 -2.701 0.389
O -1.356 -2.108 0.705
H 1.870 0.823 0.622
H 1.504 0.674 -1.097
H 2.236 -0.692 -0.226
H -0.658 0.242 0.249
H -1.351 -3.064 0.824
H -2.863 1.124 -1.053
```

HOMO: -1.98 eV
charge: -1
LUMO level: 2.68 eV
frontier orbital gap: 4.665 eV

(10)
Molecular formula: C7H8O2
Method: DFT, ωB97M-V/def2-TZVPD

```
17
Properties=species:S:1:pos:R:3
C 1.582 -0.711 -0.131
C 0.951 0.544 0.751
C -0.548 0.245 1.208
O -0.846 -1.156 1.001
C -1.080 -1.047 -0.328
O -1.996 0.028 -0.457
C -1.050 1.047 0.098
C 0.255 0.991 -0.711
C 0.248 -0.626 -0.937
H 1.684 -1.602 0.692
H 2.630 -0.692 -0.552
H 1.341 1.570 1.246
H -0.468 0.219 2.324
H -1.765 -1.666 -0.739
H -1.598 1.964 0.068
H 0.434 1.779 -1.478
H 0.226 -0.889 -2.056
```

SMILES: C1[C@@H]2[C@@H]3O[C@H]4O[C@@H]3[C@@H]2[C@@H]14
HOMO: -9.61 eV
charge: 0
LUMO level: 0.92 eV
frontier orbital gap: 10.534 eV

These records have total energy values of -13545.944; -46092.429; -67986.182; -88787.852; -11454.352; -97161.805; -12890.175; -192270.233; -11770.391; -11477.958 eV, in the order they appear.